Entry from the OMol25 dataset: 2 unconnected molecules or ions with the total composition C10H19N2OSi (wB97M-V/def2-TZVPD).

Properties
**Kohn-Sham gap (spin up / spin down)**: 4.554 / 4.525 eV
**Charge**: +1
**DFT total energy**: -866.2641 Eh
**Maximum force**: 5.088 eV/Å
**Energy relative to the best compared isomer or geometry (same formula, charge and spin)**: 1.6092 eV
**Molar mass**: 211.36 g mol⁻¹

The geometry in XYZ format:
```
33
C10H19N2OSi, DFT wB97M-V/def2-TZVPD
C 3.36138 -0.79251 0.63403
C 2.36823 -1.30949 1.41952
C 3.26502 -0.70761 -0.78272
C 1.33264 -1.98760 0.85019
C 2.14751 -1.33340 -1.37663
C 1.22359 -2.03503 -0.54506
C -1.41820 -4.33122 0.97316
C 0.43391 1.85125 -0.22232
C -0.76861 2.26069 -0.96626
C -2.37154 0.41548 -0.39795
N 0.12375 2.34486 1.06379
N -2.00540 1.74602 -0.27194
O -1.25375 -3.53689 -0.12091
Si -0.30409 -2.83586 -1.13277
H 4.16264 -0.23034 1.14746
H 2.69793 -1.36483 2.48862
H 4.04685 -0.19096 -1.27896
H 0.85059 -2.71703 1.52272
H 2.26424 -1.39135 -2.46693
H -0.93564 -3.85018 1.87882
H -1.01829 -5.32911 0.70028
H -2.52364 -4.57069 1.13548
H 0.41766 0.69437 -0.12512
H 1.37567 2.21990 -0.66594
H -0.86237 1.65816 -1.95950
H -0.78985 3.36697 -1.17751
H -3.17516 0.10980 0.18111
H -2.32858 0.03352 -1.41524
H 0.57570 1.92078 1.80559
H 0.36996 3.27543 1.16250
H -2.89205 2.38912 -0.58366
H -1.82359 1.84727 0.78199
H -0.84804 -2.67265 -2.41624
```